# 1
{"formula": "C5H9N2", "method": "ωB97M-V/def2-TZVPD", "elements": ["C", "C", "C", "C", "C", "N", "N", "H", "H", "H", "H", "H", "H", "H", "H", "H"], "positions_angstrom": [[-0.9357, 1.2291, 0.1694], [0.3792, 1.9093, -0.3210], [1.2797, -0.2420, 0.2328], [1.1967, 0.6925, -0.8951], [-1.8164, -1.2893, 0.0888], [0.1922, -0.5033, -0.7672], [-0.9505, -0.0223, -0.1141], [-1.5912, 1.4569, 0.9968], [0.4618, 2.8111, -0.6689], [1.9051, -1.1319, 0.1457], [1.1463, -0.1216, 1.3397], [0.8091, 2.0723, 0.6822], [1.8864, 0.5255, -1.6429], [-2.6777, -1.0830, 0.7600], [-2.1467, -1.7322, -0.8318], [-0.9908, -1.9395, 0.4551]], "atomic_forces_ev_per_a": [[0.6, -0.7, -0.3], [0.0, -6.1, 3.6], [1.6, -3.3, 0.2], [-3.6, -0.2, 3.7], [1.0, 1.2, 1.8], [1.4, 1.0, 0.1], [-0.8, -0.5, -1.6], [-0.5, 1.1, -0.4], [-0.6, 4.9, -3.0], [0.6, 0.6, -0.2], [-0.6, 0.7, -1.3], [0.3, 0.1, -0.1], [1.0, 0.6, -1.9], [0.9, -0.2, -0.3], [0.0, 0.5, -0.8], [-1.3, 0.0, 0.4]], "nbo_charge": [0.2311, -0.4367, -0.2903, -0.0717, -0.3919, -0.2207, -0.1007, 0.2519, 0.2632, 0.2432, 0.2391, 0.2585, 0.2700, 0.2443, 0.2633, 0.2473], "max_force_ha_per_bohr": 0.1373, "charge": 1, "e_above_lowest_kj_mol": 544.23, "lumo_ev": -4.509, "homo_energy_ev": -14.853, "homo_lumo_gap_ev": 10.344}

---

# 2
{"formula": "C33H20AlCl4O3S", "method": "ωB97M-V/def2-TZVPD", "elements": ["Al", "Cl", "C", "C", "Cl", "C", "Cl", "C", "O", "C", "O", "C", "Cl", "C", "C", "C", "C", "C", "C", "C", "C", "C", "C", "C", "C", "C", "C", "C", "H", "H", "H", "H", "H", "H", "H", "H", "H", "H", "O", "S", "C", "C", "C", "C", "C", "C", "C", "C", "C", "C", "C", "C", "H", "H", "H", "H", "H", "H", "H", "H", "H", "H"], "positions_angstrom": [[-0.4926, -0.3265, 0.1764], [-2.0271, -0.0088, -6.1727], [-1.5208, 0.3947, -4.5697], [-0.9675, 1.6379, -4.3073], [-0.7865, 2.8051, -5.5701], [-0.5577, 1.9562, -3.0065], [0.1219, 3.4999, -2.6196], [-0.7020, 1.0341, -1.9880], [-0.3486, 1.2454, -0.7196], [-1.2876, -0.2287, -2.2473], [-1.4195, -1.0310, -1.1951], [-1.6805, -0.5415, -3.5382], [-2.3771, -2.0919, -3.8309], [0.9847, -1.1724, 0.9016], [1.8764, -1.9802, 1.1997], [2.9331, -2.8195, 1.5516], [3.5426, -3.6173, 0.4987], [4.3224, -4.7666, 0.7427], [4.8517, -5.5239, -0.2894], [4.6303, -5.1854, -1.6177], [3.8450, -4.0684, -1.8839], [3.3154, -3.3068, -0.8592], [3.3483, -2.8381, 2.9462], [4.6731, -3.1057, 3.3539], [5.0498, -3.0969, 4.6849], [4.1329, -2.8180, 5.6878], [2.8248, -2.5284, 5.3113], [2.4420, -2.5290, 3.9823], [4.4854, -5.0930, 1.7595], [5.4386, -6.4037, -0.0464], [5.0452, -5.7801, -2.4219], [3.6388, -3.7816, -2.9093], [2.7025, -2.4464, -1.0972], [5.4252, -3.2885, 2.5990], [6.0840, -3.3020, 4.9413], [4.4274, -2.8238, 6.7301], [2.0862, -2.3144, 6.0717], [1.4161, -2.3048, 3.7129], [-1.6256, 0.2092, 1.5360], [-1.6989, 0.9409, 2.8725], [-1.8922, 2.6755, 2.5088], [-2.3675, 3.4590, 3.5518], [-2.4992, 4.8243, 3.3588], [-2.1689, 5.3831, 2.1300], [-1.7149, 4.5799, 1.0944], [-1.5696, 3.2094, 1.2732], [-0.0740, 0.9826, 3.5805], [1.0330, 1.3601, 2.8348], [2.2623, 1.4025, 3.4638], [2.3674, 1.0972, 4.8154], [1.2552, 0.7149, 5.5444], [0.0189, 0.6458, 4.9222], [-2.6308, 3.0088, 4.5019], [-2.8683, 5.4473, 4.1626], [-2.2726, 6.4500, 1.9790], [-1.4674, 5.0100, 0.1325], [-1.2286, 2.5849, 0.4519], [0.9560, 1.5843, 1.7798], [3.1438, 1.6554, 2.8937], [3.3356, 1.1320, 5.2942], [1.3503, 0.4479, 6.5882], [-0.8599, 0.3250, 5.4678]], "atomic_forces_ev_per_a": [[0.1, -0.1, -0.1], [0.0, 0.0, 0.0], [0.0, 0.0, 0.0], [0.0, 0.0, 0.0], [0.0, 0.0, 0.0], [0.0, 0.0, 0.0], [0.0, 0.0, 0.0], [-0.1, 0.1, 0.0], [0.2, -0.1, -0.1], [-0.1, 0.0, -0.1], [0.1, 0.0, 0.1], [0.0, 0.0, 0.1], [0.0, 0.0, 0.0], [0.2, -0.5, 0.0], [0.0, 0.3, 0.1], [-0.1, 0.1, 0.0], [0.0, 0.0, 0.0], [0.0, 0.0, 0.0], [0.0, 0.0, 0.0], [0.0, 0.0, 0.0], [0.0, 0.0, 0.0], [0.0, 0.0, 0.0], [0.0, 0.0, 0.0], [0.0, 0.0, -0.1], [0.1, 0.0, -0.1], [-0.1, 0.0, 0.1], [0.0, 0.0, 0.0], [0.0, 0.0, 0.0], [0.0, 0.0, 0.1], [0.0, 0.0, 0.0], [0.0, 0.0, 0.0], [0.0, 0.0, 0.0], [0.0, 0.0, 0.0], [0.0, 0.0, 0.0], [0.0, 0.0, 0.0], [0.0, 0.0, 0.0], [-0.1, 0.1, 0.1], [0.0, 0.0, 0.0], [-0.2, 0.3, 0.2], [0.1, -0.2, -0.1], [0.0, 0.0, -0.1], [0.0, 0.0, 0.0], [0.0, 0.0, 0.0], [0.0, 0.0, 0.0], [0.0, 0.0, 0.0], [-0.1, 0.1, -0.1], [-0.1, 0.0, -0.1], [0.0, 0.0, 0.0], [0.0, 0.0, 0.1], [0.1, 0.0, -0.1], [-0.1, 0.0, 0.1], [0.0, 0.0, 0.0], [0.0, 0.0, 0.0], [0.0, 0.0, 0.0], [0.0, 0.0, 0.0], [0.0, 0.0, 0.0], [0.0, 0.0, 0.1], [0.0, 0.1, 0.0], [0.0, 0.0, 0.0], [0.0, 0.0, 0.0], [0.0, 0.0, 0.0], [0.0, 0.0, 0.0]], "nbo_charge": [1.9219, 0.0190, -0.0949, -0.1042, 0.0167, -0.1103, 0.0052, 0.2381, -0.8726, 0.3136, -0.8478, -0.1425, 0.0267, -0.9656, 0.2536, -0.4568, 0.1076, -0.2856, -0.2100, -0.2962, -0.1940, -0.2724, 0.0131, -0.1978, -0.2325, -0.2992, -0.2181, -0.2458, 0.2059, 0.1915, 0.1932, 0.1954, 0.2174, 0.2019, 0.1931, 0.1929, 0.1888, 0.2107, -1.0210, 1.3043, -0.1753, -0.2389, -0.2098, -0.2003, -0.1824, -0.2448, -0.3077, -0.1044, -0.2047, -0.1637, -0.2025, -0.2024, 0.2196, 0.2152, 0.2144, 0.2271, 0.2914, 0.2372, 0.2288, 0.2224, 0.2177, 0.2198], "max_force_ha_per_bohr": 0.0100, "charge": -1, "e_above_lowest_kj_mol": 0.00, "lumo_ev": 1.791, "homo_energy_ev": -2.616, "homo_lumo_gap_ev": 4.407}

---

# 3
{"formula": "C6H9N", "method": "ωB97M-V/def2-TZVPD", "elements": ["C", "C", "C", "C", "C", "C", "N", "H", "H", "H", "H", "H", "H", "H", "H", "H"], "positions_angstrom": [[-2.5209, -0.2687, 0.1281], [-1.0240, -0.3041, -0.1243], [-0.3344, 0.9970, -0.0130], [0.9714, 1.2958, 0.1412], [2.1993, 0.4981, 0.2491], [2.4819, -0.7029, -0.2641], [-0.3948, -1.3805, -0.4078], [-2.7320, -0.3496, 1.2011], [-2.9715, 0.6639, -0.2257], [-3.0143, -1.1034, -0.3799], [-1.0090, 1.8529, -0.0030], [1.1666, 2.3636, 0.2561], [1.7616, -1.2645, -0.8439], [2.9965, 1.0136, 0.7856], [3.4643, -1.1385, -0.0956], [-1.0408, -2.1727, -0.4039]], "atomic_forces_ev_per_a": [[-0.1, 0.0, 0.0], [0.1, -0.1, 0.0], [0.1, 0.1, 0.0], [-0.1, 0.0, 0.0], [0.1, -0.1, 0.0], [0.0, 0.1, 0.0], [-0.3, 0.2, 0.0], [0.1, 0.1, -0.1], [0.1, -0.1, 0.0], [0.1, 0.1, 0.1], [0.1, -0.1, 0.0], [0.0, -0.1, 0.0], [0.1, 0.1, 0.1], [-0.1, -0.1, 0.0], [-0.1, 0.1, 0.0], [0.0, 0.1, 0.0]], "nbo_charge": [-0.6767, 0.2681, -0.2679, -0.1388, -0.2676, -0.3189, -0.6285, 0.2316, 0.2205, 0.2177, 0.2014, 0.2019, 0.2359, 0.2003, 0.1905, 0.3305], "max_force_ha_per_bohr": 0.0068, "e_above_lowest_kj_mol": 170.91, "lumo_ev": 0.434, "homo_energy_ev": -8.812, "homo_lumo_gap_ev": 9.246}

---

# 4
{"formula": "C13H17IrN5S4", "method": "ωB97M-V/def2-TZVPD", "elements": ["Ir", "C", "C", "N", "C", "C", "S", "C", "C", "N", "H", "H", "H", "H", "H", "H", "H", "H", "H", "H", "H", "H", "H", "H", "S", "C", "S", "C", "C", "N", "C", "N", "S", "C", "C", "N", "C", "H", "H", "H"], "positions_angstrom": [[-0.0780, -0.1161, -0.1458], [-0.7517, 2.4935, 0.9403], [-0.0354, 1.8490, 2.1152], [0.0061, 0.3656, 1.9634], [1.2194, -0.2368, 2.5649], [2.4914, 0.1530, 1.8124], [2.2496, 0.2757, 0.0001], [2.2367, 2.0934, -0.2694], [0.9496, 2.5490, -0.9396], [-0.2704, 1.9368, -0.3520], [-0.6251, 3.5780, 0.9687], [-1.8186, 2.2744, 0.9861], [-0.5271, 2.1261, 3.0486], [0.9896, 2.2058, 2.1839], [-0.8022, -0.0297, 2.4350], [1.0838, -1.3165, 2.5299], [1.3212, 0.0584, 3.6132], [3.2546, -0.6055, 1.9759], [2.9093, 1.0994, 2.1510], [3.0827, 2.3317, -0.9113], [2.4069, 2.5792, 0.6887], [0.9539, 2.2481, -1.9866], [0.8824, 3.6391, -0.8984], [-1.0206, 2.0622, -1.0322], [-0.3698, -0.4358, -2.4453], [-2.0805, -0.5873, -2.1530], [-2.3984, -0.2970, -0.4549], [-3.0245, -0.8826, -3.0799], [-2.6436, -1.0923, -4.4407], [-2.2815, -1.2596, -5.5190], [-4.3955, -0.9909, -2.6939], [-5.4934, -1.0983, -2.3696], [-0.4732, -4.6034, 0.5343], [0.9585, -4.2602, -0.3298], [1.0885, -2.9262, -0.5068], [0.0707, -2.1818, 0.0510], [-0.8250, -2.9544, 0.6237], [1.6129, -5.0406, -0.6794], [1.8762, -2.4297, -1.0499], [-1.7295, -2.5738, 1.0713]], "atomic_forces_ev_per_a": [[0.0, 0.0, 0.0], [0.0, 0.0, 0.0], [0.0, 0.0, 0.0], [0.0, 0.0, 0.0], [0.0, 0.0, 0.0], [0.0, 0.0, 0.0], [0.0, 0.0, 0.0], [0.0, 0.0, 0.0], [0.0, 0.0, 0.0], [0.0, 0.0, 0.0], [0.0, 0.0, 0.0], [0.0, 0.0, 0.0], [0.0, 0.0, 0.0], [0.0, 0.0, 0.0], [0.0, 0.0, 0.0], [0.0, 0.0, 0.0], [0.0, 0.0, 0.0], [0.0, 0.0, 0.0], [0.0, 0.0, 0.0], [0.0, 0.0, 0.0], [0.0, 0.0, 0.0], [0.0, 0.0, 0.0], [0.0, 0.0, 0.0], [0.0, 0.0, 0.0], [0.0, 0.0, 0.0], [0.0, 0.0, 0.0], [0.0, 0.0, 0.0], [0.0, 0.0, 0.0], [0.0, 0.0, 0.0], [0.0, 0.0, 0.0], [0.0, -0.1, -0.1], [0.0, 0.1, 0.1], [0.0, 0.0, 0.0], [0.0, 0.0, 0.0], [0.0, 0.0, 0.0], [0.0, 0.0, 0.0], [0.0, 0.0, 0.0], [0.0, 0.0, 0.0], [0.0, 0.0, 0.0], [0.0, 0.0, 0.0]], "nbo_charge": [0.5659, -0.2467, -0.2453, -0.6016, -0.2361, -0.5476, 0.4031, -0.5352, -0.2464, -0.5557, 0.2251, 0.2414, 0.2357, 0.2014, 0.4116, 0.2276, 0.2223, 0.2655, 0.2369, 0.2652, 0.2257, 0.2464, 0.2251, 0.4359, -0.0088, -0.2159, -0.0717, -0.3731, 0.2684, -0.2704, 0.2679, -0.2736, 0.5662, -0.4246, -0.0440, -0.4632, -0.1504, 0.2738, 0.2401, 0.2591], "max_force_ha_per_bohr": 0.0030, "charge": 1, "lumo_ev": -2.913, "homo_energy_ev": -10.780, "homo_lumo_gap_ev": 7.867}

---

# 5
{"formula": "C32H34N5O3RuSTe", "method": "ωB97M-V/def2-TZVPD", "elements": ["Ru", "N", "N", "C", "O", "O", "H", "H", "H", "N", "S", "C", "C", "C", "C", "C", "C", "C", "C", "C", "C", "C", "C", "H", "H", "H", "H", "H", "H", "H", "H", "H", "H", "H", "C", "Te", "C", "C", "C", "C", "C", "C", "C", "H", "H", "H", "H", "H", "H", "H", "H", "C", "N", "N", "C", "O", "C", "C", "C", "C", "C", "C", "C", "C", "C", "H", "H", "H", "H", "H", "H", "H", "H", "H", "H", "H", "H"], "positions_angstrom": [[-1.1189, 0.6218, -0.7735], [-3.3454, 0.4059, -1.9287], [-2.9223, 0.4186, -3.2712], [-1.8274, 1.2455, -3.5927], [-1.5308, 1.3876, -4.7546], [-1.2071, 1.7421, -2.5630], [-3.8047, -0.4788, -1.7491], [-4.0047, 1.1557, -1.7326], [-3.6343, 0.3638, -3.9854], [0.3283, 2.1045, -0.3235], [1.3078, 2.2689, 0.9394], [2.0404, 3.8986, 0.7420], [1.3663, 4.8572, 0.0018], [1.8865, 6.1427, -0.0506], [3.0385, 6.4561, 0.6553], [3.6959, 5.4825, 1.3971], [3.1980, 4.1913, 1.4489], [2.7386, 1.2058, 0.6694], [2.8654, 0.1169, 1.5178], [3.9760, -0.7048, 1.3908], [4.9294, -0.4287, 0.4215], [4.7670, 0.6453, -0.4461], [3.6652, 1.4767, -0.3256], [0.6100, 2.5475, -1.1932], [0.4439, 4.6217, -0.5118], [1.3800, 6.8985, -0.6347], [3.4166, 7.4692, 0.6376], [4.5971, 5.7312, 1.9402], [3.7043, 3.4275, 2.0257], [2.1136, -0.0817, 2.2727], [4.1032, -1.5479, 2.0561], [5.8131, -1.0483, 0.3468], [5.5075, 0.8443, -1.2089], [3.5408, 2.3260, -0.9863], [-4.1151, 0.5666, 2.2139], [-2.1650, -0.1658, 1.5793], [-1.5737, 1.2598, 3.1070], [-2.6493, 1.1087, 4.1407], [-2.4233, 1.3142, 5.4922], [-3.4747, 1.1929, 6.3912], [-4.7406, 0.8459, 5.9441], [-4.9690, 0.6207, 4.5930], [-3.9273, 0.7595, 3.6904], [-4.9043, -0.1358, 1.9595], [-4.2908, 1.5131, 1.6994], [-1.6012, 2.2406, 2.6287], [-0.5720, 1.0652, 3.4805], [-1.4335, 1.5725, 5.8478], [-3.3009, 1.3588, 7.4455], [-5.5513, 0.7360, 6.6511], [-5.9566, 0.3370, 4.2510], [-0.3035, -4.5649, -4.0000], [-0.0375, -3.2194, -3.5258], [0.0029, -2.8962, -2.2003], [0.1562, -1.5310, -2.0913], [0.3102, -0.9506, -0.9479], [0.1794, -1.0228, -3.4005], [0.0379, -2.0955, -4.2575], [-0.0191, -2.0996, -5.7391], [0.2553, -3.8279, -1.1481], [-0.4937, -3.7325, 0.0165], [-0.1894, -4.5551, 1.0883], [0.8539, -5.4657, 0.9959], [1.5892, -5.5626, -0.1764], [1.2985, -4.7397, -1.2526], [-0.5554, -5.2008, -3.1567], [0.5660, -4.9798, -4.5091], [-1.1441, -4.5513, -4.6917], [0.2959, 0.0109, -3.6789], [-0.0580, -1.0757, -6.1019], [-0.8997, -2.6304, -6.1043], [0.8592, -2.5906, -6.1621], [-1.3067, -3.0226, 0.0748], [-0.7760, -4.4898, 1.9952], [1.0985, -6.0960, 1.8400], [2.4017, -6.2718, -0.2554], [1.8893, -4.7920, -2.1585]], "atomic_forces_ev_per_a": [[0.7, 1.9, -1.8], [0.9, -0.3, 0.6], [0.2, -0.1, -0.1], [-0.3, -0.2, -0.6], [0.0, 0.1, 0.2], [0.9, -0.2, 1.1], [-0.1, -0.1, 0.0], [0.0, 0.1, 0.1], [-0.1, 0.1, 0.0], [-2.3, -1.5, -0.7], [0.9, -0.5, 0.2], [-0.4, -0.1, 0.0], [-0.1, 0.0, 0.0], [0.0, 0.0, 0.0], [-0.1, 0.0, 0.0], [0.0, 0.0, 0.0], [0.1, -0.1, 0.1], [-0.4, 0.3, 0.2], [-0.1, 0.0, 0.1], [0.0, 0.0, 0.0], [0.0, 0.0, 0.0], [-0.1, 0.1, -0.1], [0.1, 0.0, -0.1], [0.2, -0.1, -0.1], [0.0, 0.0, 0.0], [0.0, 0.0, 0.0], [0.1, 0.0, 0.0], [0.0, 0.0, 0.0], [0.0, 0.0, 0.0], [0.0, 0.0, 0.0], [0.0, 0.0, 0.0], [0.0, 0.0, 0.0], [0.0, 0.0, 0.0], [0.0, 0.0, 0.0], [0.0, 0.3, -0.6], [0.8, -0.3, 0.9], [0.1, -0.1, -0.3], [-0.2, -0.1, 0.0], [0.0, 0.0, 0.0], [0.0, 0.0, 0.0], [0.0, 0.0, 0.0], [0.0, 0.0, 0.0], [0.3, 0.0, 0.1], [0.1, -0.1, 0.0], [-0.1, 0.0, 0.0], [0.1, 0.0, 0.0], [0.0, -0.1, -0.1], [0.0, 0.0, 0.0], [0.0, 0.0, 0.0], [0.0, 0.0, 0.0], [0.0, 0.0, 0.0], [-0.1, -0.3, -0.1], [0.1, 0.1, -0.1], [0.0, 0.6, 0.4], [0.1, -0.4, -1.3], [-1.5, 1.1, 1.2], [0.0, 0.1, 0.5], [0.1, -0.1, 0.1], [0.0, -0.1, -0.1], [0.1, -0.2, 0.2], [0.0, -0.1, -0.2], [0.0, 0.0, 0.0], [0.0, 0.0, 0.0], [0.0, 0.0, 0.0], [0.0, 0.1, -0.1], [0.0, 0.0, 0.0], [0.0, 0.1, 0.0], [0.0, 0.1, 0.0], [0.0, 0.0, 0.0], [0.0, 0.0, 0.0], [0.0, 0.0, 0.0], [0.0, 0.0, 0.0], [0.0, 0.0, 0.0], [0.0, 0.0, 0.0], [0.0, 0.0, 0.0], [0.0, 0.0, 0.0], [0.0, 0.0, 0.0]], "lowdin_charge": [1.0531, -0.0062, -0.0038, -0.7401, 0.0948, -0.1830, 0.1024, 0.1156, 0.1519, -0.4192, 1.0982, -0.3941, -0.0751, -0.0451, -0.0412, -0.0415, -0.0742, -0.4059, -0.0830, -0.0511, -0.0440, -0.0433, -0.0671, 0.0312, 0.1060, 0.1201, 0.1205, 0.1212, 0.1218, 0.1085, 0.1170, 0.1185, 0.1195, 0.1248, -0.3577, 1.3536, -0.3741, -0.3137, -0.0224, -0.0504, -0.0500, -0.0209, -0.3141, 0.0658, 0.0703, 0.0667, 0.0564, 0.1212, 0.1161, 0.1165, 0.1229, 0.0357, -0.0329, 0.0701, -0.3750, -0.1698, 0.0682, -0.2151, 0.0235, -0.1977, -0.0199, -0.0526, -0.0540, -0.0494, -0.0118, 0.1007, 0.1116, 0.1054, 0.1179, 0.0975, 0.0963, 0.1053, 0.0805, 0.1146, 0.1168, 0.1181, 0.1232], "max_force_ha_per_bohr": 0.0555, "multiplicity": 2, "charge": 2, "e_above_lowest_kj_mol": 259.37, "lumo_ev": [-7.453, -7.103], "homo_energy_ev": [-13.625, -13.625], "homo_lumo_gap_ev": [6.171, 6.522]}

---

# 6
{"formula": "C3H7N4", "method": "ωB97M-V/def2-TZVPD", "elements": ["C", "C", "C", "N", "N", "N", "N", "H", "H", "H", "H", "H", "H", "H"], "positions_angstrom": [[3.4794, -0.2824, 0.0053], [2.2803, 0.3093, 0.0664], [-0.9717, -0.5397, 0.4839], [4.4866, -0.8673, 0.0518], [1.2241, -1.2636, -0.3400], [1.7928, 1.4555, -0.1301], [-0.0839, -0.9322, -0.6109], [-0.6177, 0.1613, 1.2974], [-1.9217, -0.2880, 0.0581], [-1.1668, -1.5426, 1.0334], [2.5879, 2.1773, -0.3988], [0.7978, 1.6883, -0.3172], [-0.5369, -1.7264, -0.9724], [-0.1974, -0.2778, -1.4131]], "atomic_forces_ev_per_a": [[4.3, -1.2, 0.7], [-6.8, -5.5, -2.0], [-1.0, -2.1, 3.2], [-1.4, 0.8, -0.2], [4.1, 2.4, 1.6], [2.6, 3.7, -1.2], [-0.3, 3.4, -0.6], [0.1, -0.5, -1.6], [-0.5, 0.6, -0.1], [0.4, 1.8, -0.6], [-2.6, -1.0, 0.8], [1.1, -0.3, 0.4], [-0.2, -2.1, -0.7], [0.2, 0.1, 0.3]], "nbo_charge": [0.1022, 0.4007, -0.4662, -0.0504, -0.3622, -0.6713, -0.3996, 0.2503, 0.2318, 0.2513, 0.4536, 0.4454, 0.4445, 0.3700], "max_force_ha_per_bohr": 0.1749, "charge": 1, "e_above_lowest_kj_mol": 685.76, "lumo_ev": [-5.725, -5.727], "homo_energy_ev": [-13.470, -13.461], "homo_lumo_gap_ev": [7.745, 7.734]}